Run one
Molecular formula: C3H3NO3
Method: DFT, the ωB97M-V functional and the def2-TZVPD basis

Geometry as XYZ:
```
10
Properties=species:S:1:pos:R:3
O 1.302 -0.860 -2.431
C 0.814 -0.644 -1.314
O -0.496 -0.243 -0.975
C -0.795 0.599 0.059
C -0.277 -0.081 1.186
N 0.936 -0.618 1.129
O 1.639 -0.172 -0.164
H -0.297 1.606 0.042
H -1.838 0.663 0.301
H -0.988 -0.250 2.168
```

HOMO-LUMO gap	11.13	eV
SMILES string	O=C1OCC=NO1


Run two
Molecular formula: C3H3NO3
Method: DFT, the ωB97M-V functional and the def2-TZVPD basis

Geometry as XYZ:
```
10
Properties=species:S:1:pos:R:3
C 0.749 -0.459 0.268
C -0.747 -0.595 -1.175
N 1.161 0.780 0.498
C -1.314 -0.088 0.031
O 1.257 -1.529 0.441
O -0.464 -0.862 -2.261
O -1.558 1.136 0.123
H 0.477 1.527 0.406
H 2.059 0.956 0.925
H -1.620 -0.866 0.743
```

HOMO-LUMO gap	8.86	eV


Tell me which of them is the least stable. Sure, it is run one.


Run one
Molecular formula: C5H24N2O7
Method: DFT, the ωB97M-V functional and the def2-TZVPD basis

Geometry as XYZ:
```
38
Properties=species:S:1:pos:R:3
C -2.093 -1.315 0.825
C -1.019 -0.245 0.284
C -0.102 0.290 1.331
C 0.997 -0.626 1.846
N 2.209 -0.689 1.057
N -1.710 0.931 -0.377
C -1.308 1.265 -1.627
O -1.409 2.379 -2.006
H -2.812 -0.887 1.493
H -2.908 -1.650 0.083
H -1.454 -2.034 1.303
H -0.362 -0.716 -0.554
H -0.759 0.630 2.243
H 0.256 1.321 1.035
H 1.092 -0.318 2.976
H 0.576 -1.725 1.982
H 2.170 -0.135 0.227
H 3.041 -0.652 1.633
H -2.019 1.566 0.310
H -0.915 0.611 -2.350
O -0.672 -3.539 0.117
H -0.397 -3.409 -0.710
H 0.056 -3.678 0.574
O -4.148 1.570 0.944
H -4.165 2.403 0.414
H -4.504 0.817 0.400
O 3.225 1.997 2.323
H 3.596 2.701 1.696
H 3.956 1.779 3.038
O 1.549 -2.535 -0.824
H 1.709 -1.965 -0.111
H 2.237 -3.131 -0.987
O 2.032 1.773 -1.394
H 1.110 1.762 -1.512
H 2.278 1.106 -2.026
O 1.146 -0.435 -2.505
H 1.290 -1.145 -1.811
H 0.795 -0.851 -3.289
```

HOMO-LUMO gap	9.40	eV
SMILES string	C[C@H](CCN)NC=O.O.O.O.O.O.O


Run two
Molecular formula: C5H24N2O7
Method: DFT, the ωB97M-V functional and the def2-TZVPD basis

Geometry as XYZ:
```
38
Properties=species:S:1:pos:R:3
C -3.229 1.636 0.410
N -2.895 0.339 0.962
C -1.507 0.073 1.269
C -0.605 -0.036 0.020
N -0.626 -1.361 -0.612
C 0.221 -2.405 -0.431
C 0.858 -2.589 0.935
O 0.254 -3.292 -1.281
H -2.392 1.956 -0.210
H -3.442 2.459 1.101
H -4.052 1.480 -0.286
H -3.523 -0.019 1.660
H -1.363 -0.836 1.843
H -1.040 0.940 1.765
H 0.416 0.088 0.394
H -0.711 0.712 -0.761
H -1.277 -1.359 -1.382
H 1.770 -2.009 1.066
H 1.184 -3.626 0.954
H 0.058 -2.442 1.653
O 2.292 2.904 1.652
H 1.385 3.174 1.793
H 2.528 2.492 2.494
O 0.906 2.870 -1.116
H 1.329 2.396 -0.391
H 1.558 3.568 -1.264
O 1.999 -0.951 -2.021
H 2.711 -1.595 -1.950
H 1.495 -1.133 -2.818
O -2.098 -1.697 -3.552
H -1.232 -2.115 -3.467
H -2.577 -2.106 -2.824
O 3.169 0.148 0.195
H 2.501 -0.325 -0.315
H 3.064 1.099 0.184
O 0.018 2.280 3.422
H 0.217 3.194 3.189
H -0.933 2.154 3.398
```

HOMO-LUMO gap	8.79	eV
SMILES string	CNCCNC(C)=O.O.O.O.O.O.O


Run three
Molecular formula: C5H24N2O7
Method: DFT, the ωB97M-V functional and the def2-TZVPD basis

Geometry as XYZ:
```
38
Properties=species:S:1:pos:R:3
C -0.852 -2.713 -1.390
C 0.163 -2.384 -0.198
C -0.562 -1.887 1.089
N 0.396 -1.192 2.005
C 0.128 0.072 2.547
O 0.869 0.362 3.429
C -0.875 1.081 1.974
N -0.163 1.697 0.770
H -0.750 -3.555 -1.897
H -1.824 -2.898 -0.905
H -0.680 -1.751 -2.035
H 0.961 -1.711 -0.519
H 0.616 -3.327 -0.005
H -1.489 -1.252 0.768
H -1.129 -2.747 1.627
H 1.111 -1.726 2.547
H -1.797 0.579 1.588
H -1.117 1.836 2.773
H 0.415 2.423 1.219
H 0.473 1.116 0.216
O -0.074 2.608 -2.781
H -0.956 2.612 -2.349
H -0.088 1.994 -3.489
O 2.386 1.255 -1.332
H 2.257 2.091 -0.979
H 1.884 0.945 -2.058
O 3.287 -1.696 -0.538
H 2.784 -0.809 -0.601
H 2.882 -2.023 0.268
O -3.114 1.021 -0.260
H -3.642 1.783 -0.290
H -2.200 1.189 0.102
O 2.170 2.421 2.144
H 3.076 2.073 1.939
H 2.026 1.973 3.063
O -1.842 0.344 -2.833
H -2.240 -0.186 -3.498
H -2.488 0.382 -2.114
```

HOMO-LUMO gap	9.78	eV
SMILES string	CCCNC(=O)CN.O.O.O.O.O.O


Run four
Molecular formula: C5H24N2O7
Method: DFT, the ωB97M-V functional and the def2-TZVPD basis

Geometry as XYZ:
```
38
Properties=species:S:1:pos:R:3
C 0.566 -3.178 -0.921
N 0.982 -1.805 -0.814
C 0.283 -0.805 -1.389
O -0.673 -1.081 -2.133
C 0.649 0.611 -1.095
C -0.386 1.719 -1.291
C -1.169 2.055 0.011
N -2.337 2.861 -0.326
H 0.705 -3.626 0.084
H 1.234 -3.833 -1.446
H -0.494 -3.371 -0.961
H 1.790 -1.599 -0.248
H 1.192 0.671 -0.142
H 1.327 0.632 -1.972
H 0.173 2.598 -1.592
H -1.080 1.602 -2.099
H -0.483 2.548 0.700
H -1.479 1.152 0.549
H -2.353 3.675 0.253
H -3.077 2.485 -0.882
O 1.594 -0.588 1.882
H 2.020 -0.185 2.642
H 0.718 -0.603 2.284
O 0.904 -0.902 -4.845
H 0.336 -1.448 -4.271
H 0.370 -0.110 -4.930
O -2.776 -0.910 -0.092
H -3.609 -1.354 -0.172
H -2.180 -0.973 -0.853
O 0.826 -0.294 4.416
H -0.137 -0.214 4.458
H 1.031 0.604 4.722
O 3.690 1.540 1.446
H 2.885 1.811 0.993
H 4.158 2.377 1.554
O -1.506 -0.698 2.458
H -2.210 -0.067 2.325
H -1.483 -1.295 1.698
```

HOMO-LUMO gap	9.00	eV
SMILES string	CNC(=O)CCCN.O.O.O.O.O.O


Tell me which of them is the least stable. Sure, it is run one.